*a*
Formula: C18H41EuN2P3S2
Source: OMol25
Level of theory: the ωB97M-V functional and the def2-TZVPD basis

Each line ends with the Mulliken spin population.
Positions of all 67 atoms, in Å:
1 Eu 0.089 0.191 -0.376  5.038
2 P -1.530 2.005 1.306  -0.030
3 P -2.104 -1.367 1.972  -0.005
4 P 2.168 2.352 -0.187  -0.012
5 H -0.828 -4.081 -0.712  0.000
6 C 0.201 -4.105 -1.101  0.000
7 C 1.319 -4.254 -0.360  0.000
8 H 1.282 -4.647 0.656  0.000
9 C -2.736 2.352 -0.041  0.001
10 C -2.668 2.104 2.742  -0.001
11 C -0.718 3.636 1.486  -0.002
12 C -1.663 -3.148 2.094  -0.003
13 C -2.680 -1.184 3.725  -0.001
14 C -3.803 -1.499 1.266  0.001
15 C 3.488 1.179 -0.719  0.002
16 C 3.235 3.730 0.354  -0.003
17 C 1.625 2.979 -1.824  0.006
18 H 0.265 -3.956 -2.187  -0.001
19 H 2.303 -3.918 -0.741  0.000
20 H -3.287 3.269 0.227  0.000
21 H -3.433 1.507 -0.151  0.000
22 H -2.212 2.496 -0.999  0.000
23 H -3.042 3.135 2.781  -0.001
24 H -2.134 1.870 3.673  0.001
25 H -3.504 1.405 2.618  0.000
26 H -1.512 4.374 1.675  0.000
27 H -0.154 3.898 0.579  0.001
28 H -0.016 3.611 2.329  0.000
29 H -2.562 -3.758 1.914  0.000
30 H -1.270 -3.366 3.096  0.000
31 H -0.882 -3.384 1.353  0.000
32 H -3.483 -1.902 3.907  0.000
33 H -3.069 -0.185 3.937  0.000
34 H -1.853 -1.360 4.425  0.000
35 H -4.436 -2.113 1.922  0.000
36 H -3.740 -1.962 0.275  0.000
37 H -4.243 -0.494 1.146  0.000
38 H 3.816 1.427 -1.736  0.000
39 H 3.127 0.139 -0.679  -0.002
40 H 4.329 1.298 -0.009  0.000
41 H 3.803 4.121 -0.501  0.000
42 H 3.919 3.349 1.125  0.000
43 H 2.619 4.524 0.799  0.000
44 H 2.527 3.313 -2.370  0.000
45 H 0.926 3.814 -1.678  0.000
46 H 1.106 2.197 -2.391  -0.003
47 C 1.309 -1.365 -4.443  -0.031
48 C 0.853 -0.622 -5.550  0.254
49 C 1.279 -0.912 -6.850  0.221
50 C 2.120 -2.002 -7.094  -0.015
51 C 2.468 -2.842 -6.021  0.278
52 C 2.035 -2.541 -4.715  0.230
53 S 0.963 -0.796 -2.777  0.033
54 H 0.036 -1.642 -2.185  -0.003
55 H 0.191 0.226 -5.346  0.016
56 H 0.967 -0.265 -7.686  0.000
57 H 2.490 -2.193 -8.099  0.006
58 H 3.106 -3.710 -6.212  -0.001
59 H 2.285 -3.183 -3.869  0.033
60 N 0.214 -0.908 4.537  0.000
61 C 0.236 0.383 4.096  -0.002
62 N -0.271 1.304 4.934  0.000
63 S 0.932 0.792 2.586  -0.006
64 H 0.260 -1.046 5.561  0.000
65 H 0.738 -1.585 3.968  0.000
66 H -0.184 2.286 4.696  0.000
67 H -0.614 1.029 5.849  0.000

Computed properties:
Expectation value of S²: 12.03
E_HOMO (spin up / spin down) in eV: -15.232 / -15.239
Molar mass in g/mol: 594.56
Spin multiplicity: 7
Kohn-Sham gap (spin up / spin down) in eV: 5.952 / 1.786
E_LUMO (spin up / spin down) in eV: -9.28 / -13.45
Net charge: +3

***

*b*
Formula: C18H41EuN2P3S2
Source: OMol25
Level of theory: the ωB97M-V functional and the def2-TZVPD basis

Each line ends with the Mulliken spin population.
Positions of all 67 atoms, in Å:
1 Eu 0.247 -0.125 0.876  6.352
2 P -1.630 2.130 1.348  -0.083
3 P -2.152 -1.446 2.317  -0.101
4 P 2.021 1.754 -0.289  -0.049
5 H -0.784 -2.927 -1.028  0.000
6 C 0.279 -2.663 -1.136  0.002
7 C 1.225 -3.128 -0.296  -0.005
8 H 0.990 -3.814 0.531  0.000
9 C -2.765 2.292 -0.083  -0.006
10 C -2.818 2.309 2.729  -0.003
11 C -0.851 3.787 1.369  -0.009
12 C -1.785 -3.241 2.357  -0.010
13 C -2.828 -1.273 4.023  -0.009
14 C -3.738 -1.492 1.386  -0.007
15 C 3.348 0.614 -0.906  0.001
16 C 3.073 3.158 0.204  -0.005
17 C 1.161 2.515 -1.729  -0.003
18 H 0.550 -2.045 -2.003  -0.002
19 H 2.295 -2.888 -0.428  0.000
20 H -3.394 3.187 0.016  -0.002
21 H -3.399 1.395 -0.132  0.001
22 H -2.167 2.358 -1.004  0.000
23 H -3.339 3.273 2.650  -0.002
24 H -2.269 2.265 3.680  0.000
25 H -3.551 1.493 2.695  0.000
26 H -1.622 4.567 1.439  -0.003
27 H -0.254 3.936 0.459  0.001
28 H -0.187 3.839 2.244  0.000
29 H -2.734 -3.793 2.417  -0.004
30 H -1.177 -3.476 3.243  0.000
31 H -1.237 -3.559 1.456  0.000
32 H -3.740 -1.887 4.098  -0.003
33 H -3.079 -0.222 4.219  0.001
34 H -2.094 -1.618 4.764  0.001
35 H -4.427 -2.198 1.873  -0.002
36 H -3.559 -1.819 0.353  0.000
37 H -4.198 -0.497 1.372  0.001
38 H 3.900 1.076 -1.745  0.000
39 H 2.938 -0.364 -1.234  0.000
40 H 4.045 0.418 -0.070  0.000
41 H 3.645 3.545 -0.654  -0.003
42 H 3.761 2.820 0.992  0.000
43 H 2.427 3.944 0.616  0.000
44 H 1.880 3.009 -2.396  -0.002
45 H 0.457 3.276 -1.350  0.000
46 H 0.594 1.771 -2.314  0.001
47 C 1.980 -1.112 -5.199  0.000
48 C 1.439 -0.516 -6.349  0.000
49 C 1.435 -1.211 -7.555  0.000
50 C 2.014 -2.483 -7.633  0.000
51 C 2.706 -2.997 -6.531  0.000
52 C 2.722 -2.303 -5.318  0.000
53 S 1.712 -0.303 -3.665  0.000
54 H 0.461 -0.789 -3.292  0.000
55 H 1.018 0.481 -6.257  0.000
56 H 0.980 -0.750 -8.427  0.000
57 H 1.938 -3.053 -8.551  0.000
58 H 3.237 -3.940 -6.628  0.000
59 H 3.289 -2.654 -4.462  0.000
60 N 0.384 -1.014 5.447  -0.002
61 C 0.428 0.264 4.964  -0.004
62 N -0.280 1.193 5.652  -0.002
63 S 1.263 0.655 3.524  -0.038
64 H 0.086 -1.212 6.398  0.000
65 H 1.033 -1.677 5.032  0.000
66 H -0.166 2.164 5.387  0.000
67 H -0.741 1.004 6.536  0.000

Computed properties:
Expectation value of S²: 12.21
E_HOMO (spin up / spin down) in eV: -15.148 / -15.148
Molar mass in g/mol: 594.56
Spin multiplicity: 7
Kohn-Sham gap (spin up / spin down) in eV: 2.514 / 5.856
E_LUMO (spin up / spin down) in eV: -12.63 / -9.29
Net charge: +3

***

*b* has the most favorable energy; the next structure is 113.9 kcal/mol above.

***

*a*
Formula: C30H29AsKN5O
Source: OMol25
Level of theory: the ωB97M-V functional and the def2-TZVPD basis

Each line ends with the Mulliken charge.
Positions of all 67 atoms, in Å:
1 K 0.263 -0.196 -0.074  1.233
2 C -1.121 -2.164 3.709  -0.688
3 C -0.082 -1.567 2.960  -0.530
4 N -0.184 -0.394 2.395  -0.621
5 C -1.354 0.311 2.517  0.361
6 C -2.430 -0.183 3.281  1.662
7 C -2.275 -1.463 3.871  -0.813
8 C -3.613 0.583 3.452  -1.245
9 C -3.675 1.819 2.874  -0.672
10 C -2.628 2.333 2.082  -0.373
11 C -1.472 1.599 1.817  0.085
12 N -0.529 1.893 0.882  0.003
13 C -0.246 3.133 0.417  0.172
14 C -0.397 4.332 1.106  -0.625
15 C 0.040 5.564 0.579  -0.782
16 C 0.631 5.664 -0.647  -0.974
17 C 0.807 4.479 -1.406  1.149
18 C 1.412 4.501 -2.685  -0.710
19 C 1.571 3.352 -3.397  -0.931
20 C 1.116 2.150 -2.816  -0.212
21 N 0.552 2.078 -1.637  0.116
22 C 0.377 3.232 -0.908  -0.427
23 H -0.982 -3.144 4.149  0.409
24 H 0.867 -2.087 2.842  0.456
25 H -3.092 -1.871 4.458  0.399
26 H -4.425 0.192 4.053  0.366
27 H -4.564 2.426 3.013  0.361
28 H -2.755 3.297 1.607  0.487
29 H -0.829 4.306 2.097  0.557
30 H -0.094 6.457 1.181  0.377
31 H 0.967 6.614 -1.043  0.362
32 H 1.748 5.450 -3.088  0.394
33 H 2.031 3.341 -4.377  0.397
34 H 1.236 1.213 -3.358  0.438
35 N 3.311 -0.220 -0.444  -0.163
36 C 3.938 -1.452 -0.366  0.324
37 C 5.293 -1.576 -0.192  -0.732
38 C 5.893 -2.846 -0.033  -0.556
39 C 5.151 -3.988 -0.045  -0.982
40 C 3.747 -3.894 -0.232  0.943
41 C 2.897 -5.027 -0.244  -0.578
42 C 1.556 -4.874 -0.410  -0.940
43 C 1.034 -3.570 -0.580  -0.157
44 N 1.787 -2.497 -0.583  0.055
45 C 3.136 -2.642 -0.399  0.208
46 H 3.882 0.577 -0.662  0.257
47 H 2.397 -0.195 -0.853  -0.170
48 H 5.909 -0.685 -0.162  0.348
49 H 6.965 -2.902 0.108  0.379
50 H 5.608 -4.961 0.089  0.373
51 H 3.333 -6.012 -0.114  0.403
52 H 0.888 -5.725 -0.411  0.400
53 H -0.034 -3.403 -0.697  0.437
54 C -2.086 -0.850 -3.130  -0.929
55 As -2.713 -0.997 -1.330  0.754
56 C -4.211 -2.174 -1.356  -1.194
57 C -3.349 0.734 -0.853  -0.856
58 O -1.513 -1.566 -0.317  -0.675
59 H -2.900 -0.582 -3.802  0.404
60 H -1.652 -1.803 -3.423  0.371
61 H -1.322 -0.072 -3.158  0.099
62 H -5.003 -1.792 -1.999  0.414
63 H -4.568 -2.265 -0.333  0.352
64 H -3.873 -3.145 -1.708  0.364
65 H -4.120 1.035 -1.561  0.544
66 H -2.506 1.426 -0.872  0.128
67 H -3.741 0.697 0.162  0.197

Computed properties:
E_HOMO in eV: -5.867
Molar mass in g/mol: 589.62
Spin multiplicity: 1
Kohn-Sham gap in eV: 6.001
E_LUMO in eV: 0.13
Net charge: 0

***

*b*
Formula: C30H29AsKN5O
Source: OMol25
Level of theory: the ωB97M-V functional and the def2-TZVPD basis

Each line ends with the Mulliken charge.
Positions of all 67 atoms, in Å:
1 K -0.953 -0.238 -0.140  0.988
2 C 0.082 -2.015 4.483  -0.822
3 C -0.210 -1.837 3.120  -0.499
4 N -0.502 -0.679 2.583  0.040
5 C -0.540 0.428 3.378  -0.427
6 C -0.271 0.348 4.771  1.384
7 C 0.052 -0.923 5.299  -0.701
8 C -0.341 1.498 5.583  -0.932
9 C -0.694 2.691 5.010  -0.830
10 C -0.955 2.797 3.639  -0.543
11 C -0.876 1.704 2.774  -0.099
12 N -1.193 1.720 1.454  -0.347
13 C -1.096 2.810 0.670  0.441
14 C -0.262 3.921 0.884  -0.534
15 C -0.180 4.991 -0.007  -0.920
16 C -0.926 5.036 -1.158  -1.040
17 C -1.765 3.945 -1.458  1.370
18 C -2.549 3.909 -2.633  -0.690
19 C -3.321 2.819 -2.912  -0.538
20 C -3.304 1.744 -2.007  -0.572
21 N -2.604 1.740 -0.899  -0.517
22 C -1.842 2.819 -0.585  0.377
23 H 0.320 -3.001 4.860  0.422
24 H -0.191 -2.692 2.449  0.662
25 H 0.266 -1.013 6.358  0.402
26 H -0.132 1.421 6.642  0.366
27 H -0.780 3.577 5.628  0.366
28 H -1.264 3.752 3.241  0.588
29 H 0.352 3.938 1.773  0.626
30 H 0.488 5.812 0.229  0.375
31 H -0.883 5.880 -1.833  0.374
32 H -2.523 4.762 -3.302  0.387
33 H -3.939 2.776 -3.800  0.465
34 H -3.889 0.852 -2.211  0.397
35 N 0.262 -3.323 -1.910  -0.297
36 C 0.797 -3.974 -0.826  0.282
37 C 0.670 -5.342 -0.693  -0.637
38 C 1.267 -6.038 0.369  -0.663
39 C 2.017 -5.380 1.305  -0.983
40 C 2.169 -3.980 1.207  1.327
41 C 2.923 -3.231 2.141  -0.755
42 C 3.014 -1.878 2.013  -0.623
43 C 2.337 -1.257 0.943  -0.384
44 N 1.635 -1.907 0.053  -0.263
45 C 1.548 -3.262 0.155  0.422
46 H 0.166 -2.313 -1.929  0.101
47 H -0.548 -3.771 -2.309  0.255
48 H 0.104 -5.888 -1.438  0.361
49 H 1.137 -7.111 0.432  0.383
50 H 2.492 -5.911 2.120  0.396
51 H 3.411 -3.753 2.956  0.411
52 H 3.572 -1.280 2.720  0.437
53 H 2.372 -0.177 0.842  0.420
54 C -1.068 0.119 -5.349  -1.025
55 As 0.116 0.094 -3.831  0.753
56 C 0.659 1.910 -3.520  -0.837
57 C 1.684 -0.901 -4.344  -1.164
58 O -0.607 -0.571 -2.511  -0.860
59 H -0.557 0.508 -6.229  0.383
60 H -1.917 0.755 -5.100  0.261
61 H -1.418 -0.895 -5.537  0.350
62 H 1.164 2.318 -4.394  0.435
63 H 1.329 1.931 -2.661  0.355
64 H -0.228 2.501 -3.290  0.064
65 H 2.150 -0.466 -5.226  0.399
66 H 1.393 -1.932 -4.539  0.352
67 H 2.380 -0.886 -3.505  0.327

Computed properties:
E_HOMO in eV: -5.719
Molar mass in g/mol: 589.62
Spin multiplicity: 1
Kohn-Sham gap in eV: 5.839
E_LUMO in eV: 0.12
Net charge: 0

***

*b* has the most favorable energy; the next structure is 16.2 kcal/mol above.

***

*a*
Formula: C5H9F
Source: OMol25
Level of theory: the ωB97M-V functional and the def2-TZVPD basis

Each line ends with the Mulliken charge.
Positions of all 15 atoms, in Å:
1 C -2.296 -0.361 0.456  -0.701
2 C -1.295 0.208 -0.180  0.469
3 F -1.182 1.577 -0.239  -0.274
4 C -0.166 -0.545 -0.868  -0.590
5 C 1.143 0.254 -0.644  -0.505
6 C 1.657 0.227 0.853  -1.028
7 H -2.323 -1.448 0.620  0.261
8 H -3.089 0.319 0.977  0.239
9 H -0.363 -0.780 -1.952  0.284
10 H -0.144 -1.529 -0.338  0.233
11 H 0.906 1.339 -0.895  0.243
12 H 1.973 0.192 -1.303  0.463
13 H 2.214 -0.719 1.015  0.276
14 H 2.231 1.099 1.040  0.350
15 H 0.733 0.169 1.459  0.280

Computed properties:
SMILES: C=C(F)CCC
E_HOMO in eV: -9.725
Molar mass in g/mol: 88.12
Spin multiplicity: 1
Kohn-Sham gap in eV: 10.816
E_LUMO in eV: 1.09
Net charge: 0

***

*b*
Formula: C5H9F
Source: OMol25
Level of theory: the ωB97M-V functional and the def2-TZVPD basis

Each line ends with the Mulliken charge.
Positions of all 15 atoms, in Å:
1 C 2.439 0.455 -0.418  -0.871
2 C 1.496 -0.740 -0.168  -0.292
3 C 0.496 -0.377 0.805  -0.620
4 C -0.542 0.748 0.414  -0.354
5 C -1.816 0.545 -0.018  -0.256
6 H 3.653 -0.072 -0.640  0.241
7 H 2.654 1.171 0.473  0.261
8 H 1.895 1.041 -1.528  0.215
9 H 1.997 -1.606 0.174  0.330
10 H 0.913 -0.871 -1.180  0.182
11 H -0.147 -1.206 1.135  0.351
12 H 0.725 -0.150 1.914  0.319
13 H -0.281 1.751 0.115  0.303
14 H -2.438 1.319 -0.143  0.420
15 F -2.379 -0.574 -0.446  -0.230

Computed properties:
E_HOMO in eV: -9.342
Molar mass in g/mol: 88.12
Spin multiplicity: 1
Kohn-Sham gap in eV: 10.258
E_LUMO in eV: 0.92
Net charge: 0

***

*a* has the most favorable energy; the next structure is 61.3 kcal/mol above.

***

*a*
Formula: C5H9F
Source: OMol25
Level of theory: the ωB97M-V functional and the def2-TZVPD basis

Each line ends with the Mulliken charge.
Positions of all 15 atoms, in Å:
1 C -0.036 -0.283 -1.025  -0.426
2 C -1.204 -0.330 -0.049  -0.315
3 C 1.194 0.127 -0.357  0.434
4 C -2.052 0.923 0.349  -0.983
5 C 2.074 -0.762 0.397  -1.088
6 F 1.267 1.470 0.172  -0.305
7 H 0.110 -1.327 -1.266  0.186
8 H -0.414 0.258 -1.826  0.424
9 H -1.013 -0.847 0.946  0.185
10 H -2.555 0.815 1.231  0.407
11 H -2.884 1.094 -0.429  0.253
12 H -1.394 1.781 0.113  0.261
13 H 2.382 -1.578 -0.169  0.381
14 H 1.502 -1.019 1.300  0.238
15 H 3.025 -0.320 0.612  0.349

Computed properties:
E_HOMO (spin up / spin down) in eV: -7.688 / -8.059
Molar mass in g/mol: 88.12
Spin multiplicity: 1
Kohn-Sham gap (spin up / spin down) in eV: 8.140 / 8.770
E_LUMO (spin up / spin down) in eV: 0.45 / 0.71
Net charge: 0

***

*b*
Formula: C5H9F
Source: OMol25
Level of theory: the ωB97M-V functional and the def2-TZVPD basis

Each line ends with the Mulliken charge.
Positions of all 15 atoms, in Å:
1 C -0.013 -1.657 -1.779  -0.816
2 C 0.191 -0.406 -1.237  -0.381
3 C 0.297 -0.131 0.279  1.364
4 C 0.795 1.267 0.557  -1.681
5 C -0.899 -0.321 1.191  -1.315
6 F 1.338 -1.014 0.806  -0.341
7 H -0.010 -1.962 -2.802  0.296
8 H -0.093 -2.422 -1.107  0.278
9 H 0.303 0.419 -1.897  0.346
10 H 1.083 1.253 1.542  0.493
11 H 1.713 1.650 0.013  0.357
12 H -0.073 2.026 0.522  0.321
13 H -0.602 0.244 2.146  0.330
14 H -1.675 0.174 0.704  0.372
15 H -1.075 -1.372 1.380  0.376

Computed properties:
SMILES: C=CC(C)(C)F
E_HOMO in eV: -9.933
Molar mass in g/mol: 88.12
Spin multiplicity: 1
Kohn-Sham gap in eV: 10.976
E_LUMO in eV: 1.04
Net charge: 0

***

*b* has the most favorable energy; the next structure is 67.5 kcal/mol above.